(1)
{
  "formula": "C53H93N13O7P",
  "method": "ωB97M-V/def2-TZVPD",
  "charge": -1,
  "total_energy_ev": -99454.3013,
  "lumo_energy_ev": 1.47,
  "largest_force_ev_per_a": 6.57,
  "orbital_gap_ha": 0.2269,
  "symbols": ["C", "C", "O", "O", "C", "C", "C", "O", "C", "C", "N", "C", "C", "C", "O", "N", "C", "O", "C", "P", "N", "C", "O", "O", "H", "H", "H", "H", "H", "H", "H", "H", "H", "H", "H", "H", "H", "H", "H", "H", "H", "H", "H", "H", "H", "H", "H", "C", "C", "C", "C", "N", "H", "H", "H", "H", "H", "H", "H", "C", "C", "C", "C", "N", "H", "H", "H", "H", "H", "H", "H", "C", "C", "C", "C", "N", "H", "H", "H", "H", "H", "H", "H", "C", "C", "C", "C", "N", "H", "H", "H", "H", "H", "H", "H", "C", "C", "C", "C", "N", "H", "H", "H", "H", "H", "H", "H", "C", "C", "C", "C", "N", "H", "H", "H", "H", "H", "H", "H", "C", "C", "C", "C", "N", "H", "H", "H", "H", "H", "H", "H", "C", "C", "C", "C", "N", "H", "H", "H", "H", "H", "H", "H", "C", "C", "C", "C", "N", "H", "H", "H", "H", "H", "H", "H", "C", "C", "C", "C", "N", "H", "H", "H", "H", "H", "H", "H"],
  "xyz": [[4.81, 1.04, -1.93], [3.24, 1.41, -1.94], [2.92, 2.58, -2.29], [2.25, 0.42, -1.56], [1.55, 0.15, -2.83], [0.47, -1.06, -2.68], [-0.08, -1.74, -4.05], [0.82, -2.56, -4.82], [1.57, -1.81, -5.80], [0.93, -1.86, -7.30], [0.84, -0.44, -7.75], [0.22, -0.29, -9.11], [0.97, 0.98, -9.81], [0.10, 1.68, -10.96], [1.19, 1.97, -8.75], [-0.75, -0.56, -4.69], [-1.52, 0.09, -3.57], [-2.44, 0.94, -3.73], [-0.98, -0.52, -2.15], [-2.17, -1.84, -1.41], [-1.46, -2.80, -0.33], [-0.88, 0.52, -0.89], [-0.16, 0.13, 0.11], [-1.57, 1.73, -0.91], [5.47, 1.92, -1.60], [4.94, 0.20, -1.16], [5.18, 0.72, -2.97], [2.38, -0.10, -3.59], [1.02, 1.09, -3.24], [1.02, -1.76, -1.94], [-0.98, -2.45, -3.90], [2.64, -2.25, -5.91], [1.71, -0.71, -5.52], [-0.09, -2.39, -7.34], [1.67, -2.42, -7.99], [0.25, 0.12, -7.12], [-0.90, -0.02, -8.94], [0.31, -1.25, -9.74], [1.99, 0.61, -10.15], [0.84, 2.19, -11.69], [-0.55, 0.89, -11.47], [-0.58, 2.46, -10.44], [0.33, 2.26, -8.38], [-0.15, 0.23, -4.98], [-2.64, -2.69, -2.48], [-3.34, -1.20, -0.84], [-1.52, -3.76, -0.73], [3.91, 2.87, -5.89], [5.35, 2.57, -6.30], [5.51, 2.33, -7.80], [4.68, 1.15, -8.21], [4.02, 0.22, -8.54], [3.25, 2.02, -6.11], [3.85, 3.06, -4.82], [3.53, 3.75, -6.42], [5.70, 1.69, -5.74], [5.99, 3.41, -6.00], [6.56, 2.14, -8.05], [5.19, 3.21, -8.37], [3.08, 6.64, -3.18], [2.13, 7.59, -3.89], [1.90, 7.22, -5.36], [3.20, 7.25, -6.11], [4.23, 7.27, -6.70], [4.08, 6.65, -3.62], [3.19, 6.93, -2.13], [2.70, 5.61, -3.21], [2.53, 8.61, -3.83], [1.17, 7.60, -3.37], [1.21, 7.92, -5.82], [1.47, 6.22, -5.44], [0.63, -4.61, 3.48], [1.97, -4.85, 2.80], [2.10, -4.11, 1.46], [1.03, -4.58, 0.51], [0.19, -4.95, -0.23], [-0.20, -4.98, 2.88], [0.59, -5.13, 4.44], [0.47, -3.54, 3.66], [2.10, -5.92, 2.64], [2.77, -4.52, 3.46], [3.08, -4.30, 1.02], [1.99, -3.03, 1.60], [3.20, -6.07, 7.99], [1.96, -6.59, 7.27], [2.28, -7.74, 6.31], [3.25, -7.28, 5.26], [4.01, -6.92, 4.43], [3.93, -5.66, 7.29], [2.93, -5.27, 8.68], [3.68, -6.87, 8.57], [1.50, -5.76, 6.71], [1.23, -6.93, 8.01], [1.36, -8.09, 5.83], [2.71, -8.59, 6.86], [0.14, 5.54, 0.63], [1.07, 6.30, 1.58], [0.72, 7.79, 1.68], [0.84, 8.44, 0.33], [0.92, 8.94, -0.73], [0.22, 5.91, -0.39], [0.41, 4.48, 0.61], [-0.90, 5.62, 0.96], [2.10, 6.19, 1.23], [1.01, 5.85, 2.57], [1.40, 8.28, 2.38], [-0.30, 7.91, 2.06], [0.01, 5.47, 6.84], [-1.35, 4.89, 6.44], [-1.63, 5.01, 4.94], [-1.62, 6.45, 4.53], [-1.62, 7.59, 4.20], [0.07, 6.54, 6.63], [0.17, 5.34, 7.91], [0.82, 4.96, 6.31], [-2.13, 5.41, 7.00], [-1.39, 3.84, 6.74], [-2.60, 4.57, 4.71], [-0.87, 4.47, 4.37], [-5.53, 3.48, 10.43], [-5.42, 3.41, 8.91], [-4.12, 2.75, 8.44], [-2.94, 3.55, 8.92], [-2.01, 4.19, 9.31], [-4.74, 4.11, 10.86], [-6.48, 3.93, 10.72], [-5.46, 2.49, 10.88], [-5.50, 4.42, 8.50], [-6.27, 2.83, 8.53], [-4.10, 2.71, 7.34], [-4.04, 1.73, 8.82], [0.65, -10.61, 9.37], [-0.72, -11.18, 9.00], [-1.01, -11.12, 7.50], [-0.99, -9.69, 7.04], [-0.98, -8.56, 6.68], [0.72, -9.55, 9.12], [0.82, -10.70, 10.44], [1.45, -11.14, 8.84], [-1.49, -10.64, 9.55], [-0.76, -12.23, 9.33], [-1.99, -11.55, 7.29], [-0.26, -11.68, 6.94], [1.43, -4.38, -13.52], [2.28, -3.15, -13.20], [1.94, -2.54, -11.84], [0.51, -2.10, -11.82], [-0.63, -1.76, -11.80], [0.37, -4.14, -13.58], [1.73, -4.81, -14.49], [1.57, -5.16, -12.76], [2.13, -2.41, -13.99], [3.33, -3.43, -13.22], [2.58, -1.67, -11.66], [2.11, -3.26, -11.04], [-10.85, 2.16, 9.88], [-10.40, 1.38, 8.65], [-9.53, 0.17, 9.00], [-8.29, 0.62, 9.71], [-7.31, 0.97, 10.28], [-10.00, 2.57, 10.43], [-11.49, 2.99, 9.59], [-11.42, 1.52, 10.56], [-9.85, 2.05, 7.99], [-11.28, 1.04, 8.10], [-9.24, -0.36, 8.08], [-10.08, -0.53, 9.63]],
  "mulliken_charge": [-0.918, 0.748, -0.539, -0.243, -0.754, 0.469, -0.055, -0.444, 0.350, -0.590, 0.384, -0.487, 0.349, -1.105, -0.441, -0.224, -0.036, -0.590, 1.331, 0.026, -0.602, -0.169, -0.625, -0.792, 0.322, 0.329, 0.142, 0.405, 0.234, 0.211, -0.066, 0.321, -0.512, 0.303, 0.229, 0.039, 0.166, -0.110, 0.049, 0.276, 0.330, 0.283, 0.324, 0.160, 0.054, 0.101, 0.249, -0.511, -0.420, -0.486, 0.255, -0.480, 0.036, 0.108, 0.276, 0.210, 0.354, 0.337, 0.290, -1.061, -0.351, -0.362, 0.231, -0.546, 0.429, 0.287, 0.213, 0.266, 0.278, 0.340, 0.290, -1.007, -0.343, -0.283, 0.296, -0.641, 0.371, 0.095, 0.318, 0.237, 0.283, 0.357, 0.274, -1.269, -0.151, 0.038, 0.071, -0.532, 0.349, 0.370, 0.302, 0.082, 0.316, 0.149, 0.300, -1.068, -0.356, -0.104, 0.109, -0.486, 0.274, 0.352, 0.267, 0.329, 0.241, 0.322, 0.112, -1.357, -0.155, -0.387, 0.251, -0.588, 0.351, 0.387, 0.302, 0.266, 0.267, 0.299, 0.338, -1.226, -0.284, -0.369, 0.249, -0.499, 0.449, 0.304, 0.304, 0.311, 0.189, 0.291, 0.324, -0.928, -0.445, -0.416, 0.292, -0.477, 0.159, 0.339, 0.295, 0.298, 0.311, 0.303, 0.279, -1.164, -0.601, -0.161, 0.402, -0.568, 0.349, 0.350, 0.293, 0.316, 0.357, 0.239, 0.320, -1.068, -0.419, -0.441, 0.307, -0.465, 0.298, 0.317, 0.298, 0.283, 0.311, 0.279, 0.295]
}


(2)
{
  "formula": "C53H98BCl2N2O19S2",
  "method": "ωB97M-V/def2-TZVPD",
  "charge": 1,
  "total_energy_ev": -145817.5753,
  "lumo_energy_ev": -3.56,
  "largest_force_ev_per_a": 4.72,
  "orbital_gap_ha": 0.2476,
  "symbols": ["C", "C", "C", "C", "C", "B", "O", "O", "C", "C", "C", "Cl", "C", "C", "C", "S", "C", "S", "N", "C", "C", "C", "C", "C", "C", "C", "C", "C", "O", "O", "C", "C", "N", "C", "C", "O", "Cl", "H", "H", "H", "H", "H", "H", "H", "H", "H", "H", "H", "H", "H", "H", "H", "H", "H", "H", "H", "H", "H", "H", "H", "H", "H", "H", "H", "H", "H", "H", "H", "H", "H", "H", "H", "H", "H", "H", "H", "H", "H", "H", "O", "C", "O", "C", "C", "C", "H", "H", "H", "H", "H", "H", "H", "H", "O", "C", "O", "C", "C", "C", "H", "H", "H", "H", "H", "H", "H", "H", "O", "C", "O", "C", "C", "C", "H", "H", "H", "H", "H", "H", "H", "H", "O", "C", "O", "C", "C", "C", "H", "H", "H", "H", "H", "H", "H", "H", "O", "C", "O", "C", "C", "C", "H", "H", "H", "H", "H", "H", "H", "H", "O", "C", "O", "C", "C", "C", "H", "H", "H", "H", "H", "H", "H", "H", "O", "C", "O", "C", "C", "C", "H", "H", "H", "H", "H", "H", "H", "H"],
  "xyz": [[3.48, 1.40, 6.26], [2.80, 1.64, 5.14], [3.40, 2.39, 3.96], [3.49, 1.44, 2.72], [2.34, 1.33, 1.71], [1.23, 2.48, 1.60], [1.51, 3.81, 1.41], [-0.10, 2.10, 1.70], [-0.42, 1.82, 3.08], [-0.69, 0.32, 3.33], [3.02, 0.78, 0.40], [2.86, 2.09, -0.87], [2.58, -0.63, -0.04], [2.88, -0.97, -1.51], [1.86, -0.50, -2.60], [0.18, -0.07, -2.08], [-0.55, -1.50, -1.30], [0.24, -2.93, -1.21], [-1.84, -1.31, -0.77], [-2.82, -1.87, -1.78], [-3.21, -3.30, -1.34], [-2.15, 0.11, -0.50], [-3.42, 0.26, 0.39], [4.52, 0.95, 0.77], [5.63, 0.68, -0.21], [6.07, -0.82, -0.30], [6.15, -1.59, 1.05], [5.30, -2.85, 1.15], [5.26, -3.40, 2.18], [4.58, -3.35, 0.10], [5.39, -4.08, -0.85], [6.43, -5.02, -0.21], [4.78, 1.34, 1.96], [6.10, 1.62, 2.49], [6.59, 2.99, 1.95], [7.69, 3.22, 1.80], [5.38, 4.23, 1.53], [3.01, 1.61, 7.23], [4.48, 0.96, 6.29], [1.79, 1.23, 5.09], [2.89, 3.34, 3.76], [4.42, 2.65, 4.28], [3.48, 0.45, 3.21], [1.77, 0.47, 2.11], [0.87, 4.11, 0.74], [0.45, 2.14, 3.68], [-1.26, 2.44, 3.43], [-0.23, 0.00, 4.28], [-0.23, -0.24, 2.50], [-1.76, 0.09, 3.41], [3.22, -1.30, 0.56], [1.56, -0.82, 0.28], [3.06, -2.05, -1.60], [3.83, -0.48, -1.76], [1.76, -1.33, -3.31], [2.25, 0.34, -3.17], [-2.37, -1.89, -2.78], [-3.72, -1.24, -1.79], [-2.43, -4.02, -1.59], [-4.15, -3.59, -1.83], [-3.38, -3.33, -0.25], [-2.36, 0.65, -1.44], [-1.34, 0.59, 0.06], [-3.99, -0.67, 0.46], [-4.00, 1.11, 0.01], [-3.09, 0.55, 1.40], [5.27, 0.98, -1.20], [6.53, 1.28, -0.03], [7.07, -0.81, -0.74], [5.45, -1.42, -0.98], [5.92, -0.99, 1.94], [7.19, -1.91, 1.18], [4.69, -4.72, -1.40], [5.88, -3.41, -1.56], [6.88, -5.58, -1.05], [5.92, -5.76, 0.41], [7.25, -4.51, 0.29], [6.12, 1.67, 3.58], [6.85, 0.89, 2.15], [-5.73, -0.07, -1.77], [-6.58, -0.90, -1.57], [-6.95, -1.72, -2.57], [-7.79, -2.86, -2.39], [-9.26, -2.48, -2.45], [-7.30, -0.98, -0.24], [-7.54, -3.39, -1.47], [-7.55, -3.54, -3.21], [-9.53, -1.79, -1.66], [-9.89, -3.37, -2.38], [-9.48, -1.98, -3.40], [-8.13, -0.27, -0.25], [-6.60, -0.70, 0.54], [-7.66, -1.97, 0.00], [-12.54, -1.31, -2.28], [-12.82, -0.96, -3.40], [-12.04, -0.04, -4.01], [-12.16, 0.30, -5.39], [-13.20, 1.38, -5.61], [-14.07, -1.45, -4.09], [-12.34, -0.58, -6.00], [-11.18, 0.68, -5.69], [-14.19, 1.04, -5.32], [-13.23, 1.68, -6.66], [-12.97, 2.26, -5.01], [-14.91, -0.82, -3.79], [-14.26, -2.47, -3.78], [-13.99, -1.46, -5.18], [4.54, 4.29, 7.56], [4.30, 5.29, 6.93], [3.05, 5.80, 6.95], [2.71, 7.08, 6.42], [2.41, 7.00, 4.94], [5.34, 5.94, 6.05], [3.48, 7.82, 6.65], [1.81, 7.40, 6.95], [3.28, 6.68, 4.36], [2.09, 7.97, 4.55], [1.62, 6.27, 4.75], [5.34, 5.45, 5.08], [6.31, 5.81, 6.52], [5.21, 7.01, 5.93], [6.77, 10.77, 7.73], [7.72, 10.09, 7.46], [7.52, 8.81, 7.07], [8.54, 7.97, 6.52], [9.32, 7.28, 7.62], [9.13, 10.60, 7.62], [9.19, 8.53, 5.84], [8.03, 7.23, 5.92], [9.85, 7.99, 8.26], [10.06, 6.59, 7.19], [8.65, 6.71, 8.26], [9.44, 10.45, 8.66], [9.13, 11.67, 7.41], [9.85, 10.14, 6.95], [-15.44, 4.25, 0.54], [-14.46, 3.60, 0.32], [-14.59, 2.34, -0.13], [-13.50, 1.54, -0.62], [-12.80, 0.82, 0.51], [-13.07, 4.13, 0.62], [-12.81, 2.14, -1.22], [-13.94, 0.81, -1.29], [-12.35, 1.52, 1.22], [-12.01, 0.18, 0.12], [-13.51, 0.21, 1.07], [-12.84, 3.94, 1.67], [-13.07, 5.20, 0.45], [-12.29, 3.71, -0.01], [5.23, -6.19, -4.10], [6.10, -6.96, -4.42], [5.76, -8.14, -4.97], [6.69, -9.04, -5.57], [7.32, -9.96, -4.55], [7.55, -6.67, -4.15], [7.44, -8.50, -6.16], [6.12, -9.64, -6.28], [7.90, -9.40, -3.81], [7.99, -10.68, -5.03], [6.55, -10.50, -4.00], [7.80, -6.98, -3.14], [7.71, -5.59, -4.24], [8.24, -7.13, -4.85], [0.47, -7.98, -8.91], [0.94, -7.08, -8.27], [2.27, -6.87, -8.30], [2.91, -5.72, -7.74], [3.20, -5.91, -6.26], [0.08, -6.24, -7.36], [2.33, -4.81, -7.93], [3.85, -5.60, -8.28], [2.29, -6.04, -5.69], [3.74, -5.05, -5.86], [3.80, -6.80, -6.11], [-0.02, -6.74, -6.40], [-0.90, -6.13, -7.81], [0.46, -5.23, -7.20]],
  "mulliken_charge": [-0.852, -0.372, -0.481, -0.375, -0.467, 1.302, -0.765, -0.159, -0.049, -1.043, 2.652, -0.259, 0.011, -0.675, -1.285, -0.060, -0.183, -0.221, 0.285, -0.154, -1.260, -0.049, -0.949, -0.882, -1.859, -0.396, -0.189, -0.246, -0.520, -0.140, -0.183, -0.953, 0.680, -1.019, 0.493, -0.387, -0.144, 0.236, 0.264, 0.237, 0.354, 0.165, 0.408, -0.528, 0.316, -0.017, 0.540, 0.356, 0.143, 0.321, -0.078, 0.280, 0.439, 0.123, 0.638, 0.441, 0.323, 0.159, 0.376, 0.366, 0.268, 0.385, -0.035, 0.090, 0.349, 0.263, 0.576, 0.377, 0.650, -0.097, 0.213, 0.647, 0.371, 0.248, 0.141, 0.348, 0.316, 0.895, 0.202, -0.586, 0.967, -0.366, -0.516, -0.832, -1.072, 0.367, 0.401, 0.124, 0.409, 0.244, 0.290, 0.237, 0.368, -0.527, 0.872, -0.319, -0.447, -1.011, -1.193, 0.390, 0.331, 0.276, 0.374, 0.283, 0.286, 0.337, 0.376, -0.599, 0.820, -0.421, -0.427, -0.841, -0.791, 0.338, 0.350, 0.201, 0.409, 0.239, 0.154, 0.238, 0.353, -0.556, 0.718, -0.333, -0.330, -1.037, -0.943, 0.376, 0.229, 0.317, 0.369, 0.309, 0.254, 0.311, 0.324, -0.558, 0.703, -0.373, -0.080, -0.826, -0.882, 0.299, 0.048, 0.334, 0.159, 0.307, 0.247, 0.300, 0.306, -0.516, 0.917, -0.385, -0.445, -1.000, -1.174, 0.377, 0.353, 0.264, 0.365, 0.315, 0.232, 0.308, 0.411, -0.558, 0.733, -0.377, -0.624, -0.549, -0.883, 0.379, 0.327, 0.166, 0.344, 0.177, 0.231, 0.313, 0.305]
}